(1)
Formula: C31H30N4O9PSTeW
Source: the Open Molecules 2025 dataset
Level of theory: the ωB97M-V functional and the def2-TZVPD basis

The spin multiplicity is 1. The calculation puts the HOMO-LUMO gap at 5.83 eV. The value obtained for the energy above the lowest of the compared OMol25 structures with the same formula, charge and spin is 317.15 kJ/mol. Its charge is -1. As for the molar mass: 977.1 g mol⁻¹.

Geometry as XYZ:
```
78
Properties=species:S:1:pos:R:3:forces:R:3
W 0.143 -0.677 -0.552 -1.73 2.49 0.51
C -1.114 0.807 -4.809 0.13 0.08 0.32
C -0.347 0.060 -3.759 -0.78 2.20 2.93
N -0.296 0.466 -2.479 -0.63 -0.13 -2.30
N -0.984 1.626 -2.259 -0.05 0.35 0.09
C -1.190 1.885 -1.000 1.30 -1.92 -0.41
O -0.752 1.058 -0.071 -1.38 2.22 -0.64
C -1.896 3.120 -0.682 -0.48 0.66 0.41
C -2.158 3.508 0.632 0.12 -0.38 -0.32
C -2.784 4.716 0.879 -0.15 0.17 0.06
C -3.161 5.543 -0.168 0.00 -0.02 0.01
C -2.915 5.155 -1.478 -0.09 0.18 0.02
C -2.289 3.956 -1.733 0.12 -0.29 0.10
C 0.312 -1.148 -4.048 1.60 -2.79 0.22
C 0.475 -1.639 -5.366 -0.51 0.93 0.82
C 1.244 -2.744 -5.590 0.58 -0.73 0.53
C 1.863 -3.358 -4.494 -0.43 0.40 -0.81
C 1.596 -2.873 -3.232 -0.17 0.18 0.65
N 0.818 -1.822 -2.963 -0.62 0.61 -2.45
H -1.616 1.648 -4.341 0.04 -0.07 -0.15
H -1.860 0.146 -5.250 0.01 -0.07 -0.04
H -0.453 1.168 -5.598 0.03 -0.02 -0.04
H -1.851 2.861 1.440 0.09 -0.04 0.09
H -2.976 5.023 1.897 0.01 -0.01 0.10
H -3.648 6.487 0.029 -0.03 0.06 0.06
H -3.214 5.794 -2.300 0.01 0.00 0.01
H -2.085 3.637 -2.742 0.02 0.03 -0.08
H -0.005 -1.122 -6.180 -0.02 0.08 -0.11
H 1.373 -3.129 -6.592 0.06 -0.02 -0.07
H 2.522 -4.201 -4.624 0.05 -0.12 0.04
H 2.044 -3.364 -2.379 -0.06 0.06 0.16
O -4.460 -0.715 3.937 -0.23 0.04 0.15
C -3.496 -0.743 2.989 0.94 -0.01 0.06
C -2.139 -0.715 3.327 -0.64 -0.07 -0.31
C -1.218 -0.778 2.304 0.89 0.01 -0.88
N -1.575 -0.885 1.036 -0.45 0.08 0.58
C -2.873 -0.845 0.692 0.78 -0.17 0.02
C -3.872 -0.782 1.645 0.20 -0.03 -0.37
C -2.999 -0.887 -0.819 -0.01 0.03 0.54
O -4.068 -0.787 -1.387 0.29 -0.13 -0.04
O -1.829 -1.055 -1.368 0.16 0.14 -0.60
C 0.330 -0.704 2.491 -1.62 -0.98 2.38
O 0.678 0.033 3.453 0.35 0.12 -0.42
O 0.836 -0.417 1.190 0.28 0.09 -1.34
H -4.047 -0.671 4.809 -0.03 -0.01 -0.19
H -1.806 -0.647 4.352 0.15 0.08 0.08
H -4.909 -0.761 1.359 -0.13 0.01 -0.12
S 2.020 1.479 -0.809 -0.22 -0.38 -0.13
C 1.633 2.626 0.465 0.10 -0.20 -0.51
C 1.892 2.328 1.801 -0.03 -0.11 -0.03
C 1.612 3.257 2.784 0.03 0.03 0.15
C 1.088 4.495 2.447 -0.02 0.09 0.06
C 0.836 4.796 1.119 0.01 0.29 -0.08
C 1.110 3.873 0.130 -0.01 -0.01 0.18
H 2.274 1.357 2.073 0.03 0.00 -0.03
H 1.807 3.004 3.816 -0.04 -0.03 0.08
H 0.880 5.226 3.216 -0.05 0.08 0.10
H 0.418 5.754 0.840 -0.04 0.11 0.05
H 0.909 4.101 -0.906 0.00 0.00 -0.14
C 2.831 -2.060 3.709 -0.25 -0.12 0.02
C 1.372 -2.490 3.805 0.08 0.31 0.08
O 0.647 -2.165 2.646 -0.20 0.36 0.09
P 2.149 -2.263 0.251 2.12 -2.23 1.51
O 2.031 -1.202 -0.873 -0.14 0.00 -0.71
Te -0.141 -3.277 -0.184 0.08 -1.33 0.03
O 3.182 -3.320 -0.522 0.19 0.31 -0.40
C 3.274 -4.692 -0.234 -0.06 -0.24 0.02
C 3.129 -5.039 1.240 0.03 0.16 -0.26
H 3.404 -2.455 4.544 0.16 -0.10 0.21
H 2.874 -0.975 3.720 0.06 0.04 -0.03
H 3.254 -2.419 2.775 0.13 -0.02 0.02
H 0.909 -1.999 4.671 0.06 -0.14 0.04
H 1.272 -3.578 3.905 0.07 0.05 0.07
H 4.252 -5.004 -0.620 -0.17 -0.11 0.05
H 2.481 -5.214 -0.795 0.09 -0.02 -0.01
H 3.902 -4.550 1.827 0.06 0.05 0.13
H 3.202 -6.115 1.375 0.02 -0.12 0.02
H 2.151 -4.711 1.586 -0.07 0.00 0.20
```
Forces are in eV/Å.

=====

(2)
Formula: C31H30N7O5S2Ta
Source: the Open Molecules 2025 dataset
Level of theory: the ωB97M-V functional and the def2-TZVPD basis

The spin multiplicity is 1. The calculation puts the HOMO-LUMO gap at 6.95 eV. Its charge is +2. As for the molar mass: 825.7 g mol⁻¹.

Geometry as XYZ:
```
76
Properties=species:S:1:pos:R:3:forces:R:3
Ta 0.872 0.494 0.083 -0.70 1.70 0.71
C 4.369 -1.577 -0.089 -0.31 -0.03 -1.87
C 3.105 -2.008 -0.851 2.16 -0.53 0.58
C 2.912 -3.341 -1.176 0.16 -0.16 0.04
C 2.068 -3.637 -2.230 0.07 -1.28 -0.58
C 1.440 -2.720 -3.080 1.31 0.98 2.73
C 1.606 -1.365 -2.738 -0.21 -1.98 0.38
C 0.918 -0.411 -3.641 1.51 2.42 1.05
C 2.406 -1.084 -1.568 -2.35 1.44 -1.95
N 2.344 0.282 -1.148 1.18 1.36 -0.87
C 3.195 1.277 -1.744 -0.07 -0.32 0.30
O 4.122 1.011 -2.446 -0.15 0.22 0.04
C 2.708 2.659 -1.359 -0.27 -1.62 0.89
C 3.211 3.854 -1.772 1.11 0.23 -1.53
C 2.458 4.994 -1.496 -0.41 -0.93 0.67
C 1.287 4.864 -0.750 -0.59 1.11 -1.03
C 0.849 3.604 -0.401 -0.86 0.05 1.49
N 1.594 2.547 -0.591 0.78 -0.77 -1.25
C -0.524 3.256 0.211 1.35 -1.67 -0.71
O -1.347 4.083 0.355 -1.56 1.87 0.46
N -0.708 1.884 0.441 0.32 -0.07 -0.38
C -2.104 1.424 0.518 -0.98 -0.71 0.38
C -2.928 1.390 -0.641 1.74 1.07 0.42
C -2.512 2.135 -1.916 -0.18 -1.57 -0.62
C -4.123 0.712 -0.564 -0.46 0.68 -1.81
C -4.597 0.097 0.545 0.22 -0.91 2.10
C -3.856 0.181 1.740 -0.53 0.42 -0.08
C -2.652 0.876 1.731 1.39 0.55 -0.50
C -1.916 0.975 3.046 -0.41 0.49 0.49
H 4.653 -2.340 0.577 0.46 -0.89 0.92
H 4.297 -0.650 0.434 -0.01 0.57 0.19
H 5.180 -1.448 -0.855 -0.70 -0.20 0.61
H 3.474 -4.147 -0.669 -0.45 0.62 -0.32
H 1.986 -4.687 -2.473 -0.23 -0.14 -0.04
H 0.779 -3.067 -3.828 -0.35 -0.08 -0.90
H 0.231 -0.903 -4.252 -1.28 -0.74 -0.79
H 1.677 0.009 -4.317 -0.13 0.09 0.07
H 0.444 0.457 -3.123 0.24 -0.66 -0.44
H 4.119 3.877 -2.446 -1.18 -0.05 0.98
H 2.737 5.918 -1.932 0.26 0.86 -0.05
H 0.621 5.728 -0.638 0.28 -0.47 0.21
H -1.511 1.781 -2.243 -0.42 0.40 0.20
H -2.511 3.193 -1.760 0.19 0.68 0.22
H -3.187 1.964 -2.797 0.40 -0.11 1.01
H -4.684 0.757 -1.491 -0.34 -0.36 0.13
H -5.490 -0.509 0.557 -0.28 0.23 -0.24
H -4.242 -0.185 2.727 0.33 0.16 -1.25
H -2.595 0.514 3.783 0.85 -0.18 -0.05
H -1.787 2.007 3.448 -0.04 -0.35 -0.69
H -0.926 0.501 3.003 -0.36 -0.13 0.22
N 1.467 2.346 2.298 0.16 -1.68 1.46
N 1.468 1.586 3.544 0.19 0.95 -1.31
C 1.911 0.337 3.396 -0.64 1.38 -0.40
N 2.009 -0.436 4.424 0.26 -1.41 -0.03
S 2.471 -0.218 1.862 0.33 -0.45 0.47
H 2.298 2.905 2.205 0.59 0.19 0.40
H 0.698 2.937 2.404 -1.56 1.30 -0.19
H 0.969 1.963 4.376 0.73 -0.47 -0.92
H 1.714 -0.190 5.338 -0.16 0.23 0.80
H 2.211 -1.397 4.211 0.07 -0.32 0.39
O -0.587 -0.320 -1.111 -0.27 -0.91 0.04
C -0.935 -1.228 -0.251 1.06 1.75 0.37
N -0.171 -1.166 0.850 -0.10 -1.28 0.49
S -0.466 -2.567 1.848 1.62 -0.91 -0.75
O -0.767 -2.209 3.196 -0.02 0.57 -0.32
O 0.518 -3.602 1.612 -0.36 1.41 0.26
C -1.811 -2.990 0.859 -1.77 -1.16 0.29
C -2.661 -4.060 1.172 0.28 1.13 0.44
C -3.780 -4.161 0.346 -0.34 -1.45 1.31
C -3.929 -3.365 -0.775 -1.48 0.26 -1.16
C -3.070 -2.329 -1.128 1.26 -1.90 2.33
C -1.982 -2.161 -0.251 -1.27 -1.27 -0.30
H -2.535 -4.656 2.105 -0.06 0.45 -0.99
H -4.552 -4.918 0.678 0.86 1.00 -0.93
H -4.828 -3.559 -1.385 0.60 0.24 0.24
H -3.120 -1.774 -1.998 -0.47 1.05 -1.53
```
Forces are in eV/Å.

=====

(3)
Formula: C31H31AsGaGeN4O7S2
Source: the Open Molecules 2025 dataset
Level of theory: the ωB97M-V functional and the def2-TZVPD basis

The spin multiplicity is 1. The calculation puts the HOMO-LUMO gap (spin up / spin down) at 6.19 / 6.56 eV. The value obtained for the energy above the lowest of the compared OMol25 structures with the same formula, charge and spin is 287.88 kJ/mol. Its charge is -1. As for the molar mass: 853.0 g mol⁻¹.

Geometry as XYZ:
```
78
Properties=species:S:1:pos:R:3:forces:R:3
Ga -0.759 -0.915 -0.544 -0.17 -0.01 0.14
S 3.224 1.025 -1.699 -0.01 -0.04 -0.05
C 2.770 0.991 -0.104 0.00 0.12 -0.09
N 2.633 2.062 0.676 -0.02 -0.04 0.04
C 2.384 1.840 2.092 0.06 0.02 -0.02
C 1.720 0.474 2.178 -0.11 -0.02 -0.05
S 2.391 -0.469 0.774 0.05 0.01 0.11
H 2.789 2.980 0.286 0.01 -0.01 0.01
H 1.737 2.623 2.482 -0.02 0.00 0.00
H 3.334 1.847 2.637 -0.02 0.01 0.02
H 0.641 0.545 2.043 0.08 0.01 0.03
H 1.931 -0.039 3.111 0.04 -0.03 0.02
C 1.092 -0.961 -4.156 0.03 -0.03 -0.05
As 0.670 -1.816 -2.467 0.02 0.03 -0.04
C 2.289 -2.702 -1.890 -0.02 0.01 -0.04
C -0.397 -3.308 -3.095 -0.02 -0.04 0.08
H 1.652 -1.648 -4.791 0.03 0.00 0.02
H 1.671 -0.059 -3.980 0.04 0.02 0.03
H 0.147 -0.710 -4.636 0.01 0.01 0.03
H 2.610 -3.429 -2.636 0.00 0.00 -0.01
H 2.056 -3.197 -0.948 0.02 -0.01 -0.01
H 3.062 -1.953 -1.734 0.03 -0.01 -0.02
H 0.157 -3.879 -3.840 -0.01 0.01 -0.01
H -1.318 -2.914 -3.522 0.01 0.01 -0.01
H -0.635 -3.942 -2.241 -0.01 0.00 0.00
O -1.331 3.990 -5.828 -0.05 0.00 0.05
N -0.918 4.438 -4.773 0.14 -0.02 -0.07
O -0.528 5.583 -4.626 -0.05 -0.01 0.04
C -0.866 3.542 -3.621 -0.01 0.05 0.02
C -0.362 4.017 -2.431 -0.01 -0.04 -0.04
C -0.325 3.145 -1.359 0.02 0.07 0.03
C -0.696 1.785 -1.428 -0.07 0.01 0.02
O -0.435 0.982 -0.454 0.12 -0.04 -0.05
C -1.307 1.386 -2.664 -0.01 0.03 -0.08
C -1.348 2.246 -3.749 -0.02 -0.01 0.04
N -1.847 0.104 -2.828 0.03 0.02 -0.01
O -2.152 -0.329 -3.965 -0.03 -0.02 -0.03
O -2.222 -0.600 -1.748 -0.01 0.01 0.02
N 0.175 3.681 -0.097 -0.01 -0.02 -0.04
O 1.075 4.510 -0.149 -0.02 -0.01 0.03
O -0.342 3.306 0.936 0.08 0.03 -0.01
H -0.002 5.028 -2.334 -0.01 0.00 0.00
H -1.772 1.899 -4.677 0.00 0.00 0.00
C -0.596 -2.216 0.802 0.08 -0.10 -0.06
Ge -1.283 -2.006 2.551 -0.11 -0.02 0.09
C -2.330 -0.410 3.097 -0.01 -0.01 -0.04
C -2.064 0.836 2.528 -0.05 -0.01 0.01
C -2.744 1.976 2.936 -0.01 0.03 0.00
C -3.715 1.887 3.924 0.00 -0.01 0.00
C -4.004 0.655 4.493 -0.01 0.00 0.01
C -3.317 -0.480 4.080 0.02 -0.01 0.03
C 0.201 -2.033 3.858 0.03 -0.01 -0.02
C 0.179 -1.279 5.030 0.02 -0.01 0.00
C 1.264 -1.273 5.900 0.01 0.02 0.00
C 2.397 -2.020 5.604 0.01 0.01 0.00
C 2.435 -2.780 4.442 0.01 0.00 0.03
C 1.343 -2.788 3.584 0.02 -0.02 -0.07
C -2.423 -3.547 3.023 -0.05 0.05 -0.05
C -2.353 -4.191 4.256 0.01 0.01 0.03
C -3.186 -5.263 4.557 0.00 0.00 0.01
C -4.109 -5.708 3.623 0.00 0.00 -0.01
C -4.191 -5.080 2.386 -0.01 -0.01 0.01
C -3.353 -4.013 2.093 0.01 -0.01 0.00
H -1.333 0.930 1.733 -0.05 0.02 0.00
H -2.516 2.929 2.475 0.01 -0.01 0.00
H -4.252 2.773 4.241 0.00 0.00 0.01
H -4.769 0.576 5.257 0.00 0.00 0.00
H -3.557 -1.438 4.530 0.00 -0.01 0.00
H -0.689 -0.672 5.261 -0.01 0.00 0.00
H 1.229 -0.677 6.804 0.00 0.00 0.00
H 3.248 -2.008 6.275 0.00 0.00 0.00
H 3.318 -3.361 4.203 -0.01 0.00 0.00
H 1.380 -3.370 2.669 -0.01 0.01 -0.01
H -1.632 -3.857 4.996 0.01 0.01 0.00
H -3.112 -5.751 5.522 0.00 0.00 0.00
H -4.760 -6.542 3.854 0.00 0.00 0.00
H -4.905 -5.425 1.649 0.00 0.00 0.00
H -3.413 -3.541 1.118 0.00 0.01 0.00
```
Forces are in eV/Å.